Record 1
Computed, not measured: a cluster of 2 separate species, C3H10O2 in total in a non-equilibrium geometry, with ωB97M-V/def2-TZVPD.

Properties
- charge = 0
- electronic energy (eV) = -7366.9675
- SMILES = CCO.CO
- highest occupied orbital energy (eV) = -9.50
- multiplicity = 1
- energy above the lowest of the compared OMol25 structures with the same formula, charge and spin (kJ/mol) = 107.0
- HOMO-LUMO gap (eV) = 10.25
- max |F| (Eh/bohr) = 0.0281

```
15
Properties=species:S:1:pos:R:3:forces:R:3:mulliken_charge:R:1
O -0.384 -0.072 -0.262 0.519 0.429 -0.959 -0.51
O 2.054 0.588 0.631 -1.278 -0.665 0.075 -0.56
C 2.936 -0.435 0.246 0.331 -0.195 -1.218 -0.56
C -2.708 0.368 -0.819 0.638 -1.071 0.068 -0.97
C -1.708 -0.201 0.204 0.911 0.399 0.427 -0.16
H 0.331 0.060 0.381 -0.574 0.151 0.115 0.31
H -3.554 -0.305 -0.666 -0.579 0.718 -0.442 0.28
H -1.791 -1.291 0.404 -0.925 0.626 -0.042 0.26
H 3.968 -0.240 0.520 0.124 0.031 0.203 0.36
H -2.914 1.442 -0.748 -0.150 -0.373 0.544 0.30
H -1.833 0.384 1.128 -0.057 -0.454 0.097 0.26
H 2.407 1.360 1.033 0.926 0.547 0.388 0.30
H -2.320 0.248 -1.833 -0.016 -0.395 0.048 0.28
H 2.624 -1.411 0.643 -0.004 0.395 0.094 0.20
H 2.891 -0.494 -0.863 0.134 -0.145 0.603 0.21
```
Positions in Å, forces in eV/Å.



Record 2
Computed, not measured: a structure of composition C24H26N7O7W in a non-equilibrium geometry, with ωB97M-V/def2-TZVPD.

Properties
- charge = +1
- electronic energy (eV) = -51881.7842
- highest occupied orbital energy (alpha / beta) (eV) = -10.45 / -10.46
- multiplicity = 1
- energy above the lowest of the compared OMol25 structures with the same formula, charge and spin (kJ/mol) = 222.9
- HOMO-LUMO gap (alpha / beta) (eV) = 6.16 / 6.02
- max |F| (Eh/bohr) = 0.2898

```
65
Properties=species:S:1:pos:R:3:forces:R:3:mulliken_charge:R:1
W -0.469 0.750 0.862 -8.482 3.011 -11.877 1.95
O -1.323 -0.343 -0.555 -0.780 -0.221 0.425 -0.99
O 3.690 4.637 0.140 0.518 -0.913 -1.650 -0.56
O 4.418 3.949 -1.865 -1.420 -0.834 1.300 -0.59
O 0.830 -0.456 0.192 -2.691 -13.266 1.286 0.20
O -0.026 2.620 1.404 3.046 4.902 -0.705 -0.03
O 1.683 4.152 1.392 -3.108 -2.490 0.311 -0.85
O 3.618 -1.076 3.158 -0.422 -0.508 -1.376 -0.68
N -1.775 -2.410 -1.434 0.704 2.189 0.454 0.36
N -1.856 1.995 1.481 -7.197 -0.462 4.381 0.15
N -2.395 -0.443 -2.578 1.485 -0.207 1.835 0.24
N 2.009 0.575 -1.186 1.208 -0.253 -2.206 -0.32
N 0.393 0.864 2.425 8.993 0.746 7.036 0.39
N 1.249 1.030 -0.188 2.856 12.774 -2.306 -0.39
N 1.302 -0.180 2.455 0.737 -0.578 -1.329 -1.53
C 2.549 -1.708 1.050 0.147 0.250 0.675 0.51
C -0.732 0.579 2.972 -4.610 -1.861 1.415 -0.65
C -3.645 3.445 2.185 0.605 -0.339 -0.363 -0.87
C 2.967 1.456 -1.587 -1.027 -0.228 0.647 -0.40
C 1.440 -0.686 1.258 5.613 -5.829 3.449 1.34
C 3.573 -1.834 2.012 0.431 0.508 1.190 0.35
C -2.776 2.942 1.227 -0.265 0.150 -0.586 0.01
C -2.559 -3.228 -2.342 -0.155 -0.509 -0.152 -0.62
C 2.848 2.579 -0.780 -1.140 -1.697 0.046 0.08
C -1.271 -3.064 -0.240 -0.069 -0.118 0.281 -0.83
C -2.639 1.946 3.776 -1.131 0.773 -0.248 -0.93
C -2.655 -2.597 -3.710 0.093 0.099 0.118 -0.60
C -1.806 -1.022 -1.461 -2.103 -2.873 -3.737 -0.03
C 1.083 3.088 1.036 3.026 2.884 0.203 0.67
C -3.572 2.937 3.482 0.219 -0.436 0.371 -0.25
C 1.743 2.249 0.043 2.022 1.526 -0.688 0.17
C -1.809 1.530 2.748 -0.815 0.509 2.332 0.67
C 3.686 -3.436 -0.261 -0.659 0.414 -0.165 -1.16
C 4.629 -2.734 1.843 0.012 -0.412 -0.671 -0.67
C 3.686 3.764 -0.895 2.349 2.833 0.149 0.30
C -2.553 1.000 -2.601 -0.121 0.220 -0.054 -0.84
C 4.687 -3.533 0.704 -0.184 0.435 0.479 -0.35
C -3.199 -1.201 -3.520 -0.267 -0.004 -0.472 -0.63
C 2.628 -2.536 -0.087 0.423 -0.005 0.198 -0.15
H 2.946 4.475 0.795 0.125 -0.186 -0.401 0.43
H -2.088 -4.214 -2.428 -0.025 0.188 0.237 0.35
H 5.513 -4.223 0.566 -0.101 0.070 0.032 0.40
H -4.354 4.222 1.925 0.153 -0.096 -0.039 0.44
H 2.811 -0.504 3.098 0.395 -0.141 0.606 0.45
H -0.923 -0.335 3.555 0.215 0.322 -0.291 0.51
H -0.564 -2.429 0.301 -0.167 -0.187 -0.249 0.07
H -2.116 -3.293 0.416 0.151 -0.179 0.129 0.29
H -3.553 -3.361 -1.899 -0.018 -0.163 -0.158 0.31
H 3.724 -4.049 -1.156 -0.018 0.067 0.133 0.43
H -2.788 3.301 0.202 -0.020 0.023 0.048 0.45
H -0.761 -3.990 -0.521 -0.112 0.144 0.066 0.37
H 3.645 1.229 -2.397 -0.061 0.008 0.098 0.53
H 1.860 -2.465 -0.854 0.002 -0.095 0.071 0.20
H -3.205 -0.678 -4.482 0.003 0.105 0.282 0.35
H 1.809 -0.349 -1.551 0.353 0.279 -0.011 0.04
H -2.527 1.553 4.779 0.024 -0.064 -0.111 0.51
H -1.268 1.835 -0.248 1.724 -0.327 -0.204 -0.35
H -3.548 1.250 -2.220 0.020 0.243 -0.088 0.33
H -2.452 1.359 -3.630 -0.080 -0.084 0.154 0.36
H -1.801 1.499 -1.984 -0.194 -0.231 -0.224 0.22
H -4.224 3.325 4.258 0.092 -0.032 -0.092 0.43
H -4.226 -1.227 -3.138 -0.041 -0.071 -0.202 0.30
H -1.662 -2.553 -4.175 -0.163 -0.008 0.071 0.29
H -3.307 -3.183 -4.366 0.077 0.128 0.183 0.37
H 5.405 -2.794 2.599 -0.177 0.107 -0.036 0.46
```
Positions in Å, forces in eV/Å.